[1]
{"formula": "C4H4Br3CrFN5O18", "method": "ωB97M-V/def2-TZVPD", "homo_energy_ev": [-7.08, -6.99], "s_squared": 6.145, "charge": -1, "multiplicity": 5, "species": ["Br", "Br", "Br", "Cr", "F", "O", "O", "O", "O", "O", "O", "O", "O", "O", "O", "O", "O", "O", "O", "O", "O", "O", "O", "N", "N", "N", "N", "N", "C", "C", "C", "C", "H", "H", "H", "H"], "positions_angstrom": [[-7.14, 6.35, -20.98], [-9.67, 7.81, -22.17], [-7.79, 6.39, -24.31], [-11.04, 0.37, -18.77], [-6.19, 1.21, -18.66], [-12.17, 1.21, -17.08], [-11.45, 1.94, -20.20], [-10.86, -1.33, -20.31], [-10.41, 3.67, -20.75], [-4.61, 2.70, -18.44], [-9.14, -0.25, -15.13], [-9.32, -0.05, -20.02], [-13.20, 0.19, -19.44], [-8.04, 1.16, -16.25], [-10.24, 2.65, -18.83], [-14.02, 0.95, -16.11], [-12.20, 1.10, -15.02], [-9.59, 0.26, -17.16], [-3.88, 4.33, -19.84], [-9.25, -1.32, -21.82], [-15.00, 0.09, -18.41], [-15.01, 1.17, -20.04], [-5.99, 4.37, -18.89], [-10.70, 2.83, -19.89], [-12.81, 1.19, -16.09], [-14.39, 0.51, -19.32], [-9.71, -1.04, -20.70], [-8.90, 0.36, -16.18], [-5.85, 2.27, -17.98], [-4.73, 3.85, -19.09], [-6.73, 3.46, -18.11], [-8.54, 6.23, -22.46], [-6.84, 3.93, -17.13], [-9.07, 5.28, -22.46], [-5.78, 2.03, -16.92], [-7.78, 3.31, -18.34]]}

[2]
{"formula": "C4H4BrClF2", "method": "ωB97M-V/def2-TZVPD", "homo_energy_ev": -9.61, "relative_energy_kcal_mol": 0.0, "smiles": "FC(F)Br.CC#CCl", "species": ["Br", "Cl", "F", "F", "C", "C", "C", "C", "H", "H", "H", "H"], "positions_angstrom": [[-1.09, 2.32, -2.12], [1.58, 2.27, -0.07], [0.72, 0.46, -3.07], [-0.26, 1.78, -4.56], [0.89, 0.92, 0.70], [0.19, -1.00, 2.36], [0.74, -0.03, 1.43], [0.31, 1.67, -3.39], [0.07, -0.54, 3.32], [1.22, 2.40, -3.52], [-0.84, -1.34, 1.87], [0.89, -1.91, 2.52]]}

[3]
{"formula": "C4H4BrI", "method": "ωB97M-V/def2-TZVPD", "homo_energy_ev": -8.87, "relative_energy_kcal_mol": 70.7, "species": ["I", "Br", "C", "C", "C", "C", "H", "H", "H", "H"], "positions_angstrom": [[4.64, -0.97, -0.05], [2.94, 2.48, 0.07], [2.24, 0.76, 0.01], [0.17, 0.76, -0.54], [-0.62, 0.33, 0.38], [2.67, -0.49, -0.05], [-1.66, 0.40, 0.13], [-0.13, 0.09, 1.36], [1.87, -1.21, -0.13], [0.18, 0.98, -1.63]]}

[4]
{"formula": "C4H4BrIS", "method": "ωB97M-V/def2-TZVPD", "homo_energy_ev": [-5.59, -9.52], "s_squared": 2.009, "relative_energy_kcal_mol": 4.2, "multiplicity": 3, "species": ["I", "Br", "S", "C", "C", "C", "C", "H", "H", "H", "H"], "positions_angstrom": [[-2.00, -2.01, 1.41], [0.00, 0.59, 3.35], [1.46, 1.08, 0.62], [0.70, 0.63, -1.01], [-0.61, -0.53, 0.66], [0.11, 0.33, 1.53], [-0.24, -0.53, -0.78], [-1.19, -0.17, -1.42], [1.65, 0.57, -1.61], [0.13, 1.51, -1.57], [0.00, -1.46, -1.18]]}

[5]
{"formula": "C4H4BrN", "method": "ωB97M-V/def2-TZVPD", "homo_energy_ev": [-8.05, -8.92], "relative_energy_kcal_mol": 120.2, "species": ["Br", "N", "C", "C", "C", "C", "H", "H", "H", "H"], "positions_angstrom": [[-1.22, 2.58, -3.20], [-1.25, 1.04, -0.90], [-0.84, 0.24, 0.00], [-0.69, 1.41, -1.94], [0.50, -0.01, 0.16], [1.04, -1.04, 1.10], [-1.41, -0.44, 0.57], [1.89, -0.62, 1.85], [1.67, -1.79, 0.65], [0.30, -1.38, 1.72]]}

[6]
{"formula": "C4H4BrN3S", "method": "ωB97M-V/def2-TZVPD", "homo_energy_ev": -8.90, "relative_energy_kcal_mol": 20.3, "smiles": "C=N[C@@]1(Br)NC=NC1=S", "species": ["Br", "S", "N", "N", "N", "C", "C", "C", "C", "H", "H", "H", "H"], "positions_angstrom": [[-1.21, 0.81, -1.68], [0.39, -2.60, -1.03], [0.95, 1.03, 0.19], [2.00, -0.60, -0.92], [-0.92, -0.22, 1.18], [-0.05, 0.01, 0.10], [0.80, -1.11, -0.53], [2.02, 0.61, -0.49], [-2.18, -0.38, 1.10], [0.60, 1.85, 0.57], [-2.68, -0.20, 0.10], [-2.63, -0.55, 2.04], [2.91, 1.33, -0.63]]}

[7]
{"formula": "C4H4BrNO4", "method": "ωB97M-V/def2-TZVPD", "homo_energy_ev": -10.48, "relative_energy_kcal_mol": 3.3, "species": ["Br", "O", "O", "O", "O", "N", "C", "C", "C", "C", "H", "H", "H", "H"], "positions_angstrom": [[-1.76, -3.14, -0.43], [0.31, -0.06, -1.44], [-1.11, -1.47, -0.46], [0.33, -2.21, -2.02], [-0.01, -0.86, 3.16], [0.72, 0.58, 1.47], [-0.10, -1.32, -1.37], [0.30, -0.10, 2.34], [0.80, 1.45, 0.39], [-0.28, 1.00, -0.64], [-1.15, 0.52, 0.05], [1.87, 1.37, -0.20], [-0.46, 1.79, -1.42], [0.55, 2.46, 0.56]]}

[8]
{"formula": "C4H4Cl12", "method": "ωB97M-V/def2-TZVPD", "homo_energy_ev": -11.09, "relative_energy_kcal_mol": 9.0, "smiles": "ClC(Cl)Cl.ClC(Cl)Cl.ClC(Cl)Cl.ClC(Cl)Cl", "species": ["Cl", "Cl", "Cl", "Cl", "Cl", "Cl", "Cl", "Cl", "Cl", "Cl", "Cl", "Cl", "C", "C", "C", "C", "H", "H", "H", "H"], "positions_angstrom": [[0.47, -0.55, -2.73], [4.24, 1.65, -1.86], [-0.92, 0.50, 2.84], [3.21, 3.15, -4.10], [1.49, 0.88, 1.21], [-1.82, 0.21, -0.95], [-1.09, -3.00, 1.86], [-3.62, -3.89, 0.60], [2.12, 3.60, -1.40], [-3.67, -2.11, 2.77], [0.73, 2.89, 3.24], [-1.62, -2.44, -2.21], [0.64, 1.22, 2.80], [-0.76, -1.04, -1.55], [-2.78, -2.60, 1.33], [2.82, 2.42, -2.54], [2.11, 1.68, -2.68], [-2.63, -1.76, 0.63], [-0.18, -1.49, -0.71], [1.27, 0.68, 3.44]]}

[9]
{"formula": "C4H4Cl2O", "method": "ωB97M-V/def2-TZVPD", "homo_energy_ev": [-6.70, -9.60], "s_squared": 2.012, "relative_energy_kcal_mol": 0.0, "multiplicity": 3, "species": ["Cl", "Cl", "O", "C", "C", "C", "C", "H", "H", "H", "H"], "positions_angstrom": [[-0.49, -3.14, -1.29], [-2.50, -0.98, -1.33], [-1.28, 1.28, -0.12], [-0.86, -1.46, -1.11], [-0.28, 0.68, 0.11], [0.04, -0.68, -0.48], [0.92, 1.16, 1.00], [1.18, 2.24, 0.69], [0.54, 1.43, 2.03], [1.08, -0.85, -0.46], [1.64, 0.33, 0.97]]}

[10]
{"formula": "C4H4Cl3NO3", "method": "ωB97M-V/def2-TZVPD", "homo_energy_ev": -10.65, "relative_energy_kcal_mol": 0.0, "smiles": "O=C1N[C@@H](O)[C@H](C(Cl)(Cl)Cl)O1", "species": ["Cl", "Cl", "Cl", "O", "O", "O", "N", "C", "C", "C", "C", "H", "H", "H", "H"], "positions_angstrom": [[2.13, 0.81, 1.92], [0.44, -1.23, 3.08], [1.81, -1.66, 0.59], [-1.01, -0.94, 0.45], [-0.12, 2.07, -1.05], [-1.90, -1.93, -1.33], [-0.35, -0.24, -1.55], [-0.22, 0.10, 0.79], [0.31, 0.78, -0.71], [-1.20, -1.09, -0.90], [1.04, -0.46, 1.55], [-1.01, 2.23, -0.81], [-0.45, -0.19, -2.52], [-0.77, 1.01, 1.33], [1.30, 0.76, -0.85]]}

no.,strongest force on any atom (eV/Å)
1,7.335
2,3.910
3,5.539
4,4.085
5,6.940
6,3.357
7,4.214
8,2.233
9,7.503
10,5.862